Density functional theory data (the ωB97M-V functional and the def2-TZVPD basis) for a single C4H5NO2 molecule.

Each line ends with the Löwdin charge.
Positions of all 12 atoms, in Å:
1 O 1.2707 -1.3495 -1.7167  0.07
2 C 1.3375 -0.4076 -0.9667  -0.18
3 C 0.1012 0.3872 -0.5513  -0.28
4 C -1.1089 -0.3938 -0.0884  -0.15
5 N -0.9283 -0.5048 1.3789  0.09
6 C -0.1361 0.4460 1.6519  -0.20
7 O 0.3882 1.1908 0.6056  -0.03
8 H 2.3119 -0.0270 -0.5888  0.14
9 H -0.2362 0.9334 -1.4348  0.16
10 H -1.9885 0.2500 -0.2426  0.13
11 H -1.2194 -1.3048 -0.6861  0.12
12 H 0.2079 0.7802 2.6390  0.14

Energy relative to the best compared isomer or geometry (same formula, charge and spin): 33.69 kcal/mol
SMILES: O=C[C@H]1CN=CO1
Orbital gap: 10.626 eV
Calculated total energy: -360.61573 a.u.
Max |F|: 0.84 eV Å⁻¹
Highest occupied orbital energy: -10.0 eV
LUMO: 0.02406 Ha